Entry 1:
{
  "formula": "C37H62F3O17SY",
  "method": "ωB97M-V/def2-TZVPD",
  "de_lowest_kj_mol": 151.72,
  "total_charge": 2,
  "e_tot_ha": -3461.72337,
  "homo_lumo_gap_ha": 0.173,
  "elements": ["Y", "S", "F", "F", "F", "O", "O", "O", "O", "O", "O", "O", "O", "O", "O", "O", "O", "O", "O", "O", "O", "O", "C", "C", "C", "C", "C", "C", "C", "C", "C", "C", "C", "C", "C", "C", "C", "C", "C", "C", "C", "C", "C", "C", "C", "C", "C", "C", "C", "C", "C", "C", "C", "C", "C", "C", "C", "C", "C", "H", "H", "H", "H", "H", "H", "H", "H", "H", "H", "H", "H", "H", "H", "H", "H", "H", "H", "H", "H", "H", "H", "H", "H", "H", "H", "H", "H", "H", "H", "H", "H", "H", "H", "H", "H", "H", "H", "H", "H", "H", "H", "H", "H", "H", "H", "H", "H", "H", "H", "H", "H", "H", "H", "H", "H", "H", "H", "H", "H", "H", "H"],
  "coordinates": [[3.19741, -2.64733, -0.70899], [0.15874, -0.62377, -0.51300], [-0.63818, 1.48528, 0.73004], [0.76466, 1.92367, -0.85045], [1.47312, 1.07546, 0.97730], [1.40578, -3.65116, 0.44774], [1.51045, -1.16461, -0.73959], [0.71228, -4.01438, -4.29232], [-2.84900, 2.38788, -4.28597], [-3.14746, -4.39023, -1.60703], [-4.06093, 1.04578, -2.96212], [-0.10686, -5.15189, 1.00833], [-0.57208, -1.27393, 0.55293], [-0.30626, 5.08964, 3.23716], [1.15578, -0.96132, -6.10071], [-0.56160, -0.56997, -1.75938], [2.62347, -0.10571, -7.55787], [1.43137, -3.37579, -2.33226], [5.12729, 2.67801, 2.73711], [-2.93644, 0.58504, 5.00303], [3.80603, 1.58472, -1.88296], [4.10992, -0.33563, -0.80304], [3.81965, 2.95258, -1.44503], [1.91518, 1.21813, -5.63467], [5.10920, 3.10202, -0.66363], [-2.42165, 2.26728, -1.89663], [-4.39812, -4.26611, 0.36472], [-0.65954, 4.29613, 2.12862], [5.51142, 4.05269, 2.50566], [-1.08445, 5.30034, 1.06773], [0.13791, -5.48417, -2.54492], [4.42873, 4.77841, 3.28466], [-0.07366, 6.40069, 1.31799], [0.24689, 6.32701, 2.85091], [-3.43151, -3.06123, 0.30632], [-0.14794, -5.03733, -4.86717], [0.45137, 1.09319, 0.12721], [-3.47449, -0.72307, 5.25528], [-4.31007, 0.92704, -1.55512], [-3.60075, 2.13971, -0.93645], [-3.07346, 1.92929, -3.20839], [0.56438, -0.54073, -4.85376], [-0.59584, -4.60355, 3.28482], [3.73533, 2.56212, 2.96905], [-0.87998, -5.62010, -3.68321], [0.83664, -4.22304, -3.00832], [1.48969, 0.51385, -4.35310], [4.37642, 0.85316, -0.96332], [-2.59402, 0.68954, 3.61979], [-2.89686, -1.58302, 4.15557], [-2.60008, -3.23256, -0.98325], [3.17281, 3.99826, 3.04127], [1.98168, 0.02220, -6.56414], [5.25553, 1.72415, -0.05775], [0.29969, -3.54741, 2.64282], [-3.01139, -0.64398, 2.95667], [-3.78247, -5.22105, -0.63913], [0.60908, -4.09321, 1.27645], [-0.98015, -5.49855, 2.10581], [2.90094, 1.66751, -5.55920], [-1.52485, 0.83274, 3.44848], [-1.12112, 5.02832, 0.01452], [-2.76639, -3.08293, 1.17592], [-0.19837, 7.23889, 3.24735], [0.94343, -6.22513, -2.56426], [1.33434, 6.37229, 2.92159], [-3.15247, 1.50350, 3.15575], [-3.96774, -0.54528, 2.44609], [-2.02458, -5.37947, 1.82542], [-3.80736, 0.00116, -1.25375], [2.38186, 0.09671, -3.87273], [2.67267, 4.33468, 2.12682], [-5.34945, -3.92339, -0.04052], [-1.43421, 3.62124, 2.49783], [4.33797, 5.84685, 3.07859], [-4.56537, -0.72097, 5.27175], [-2.72140, -2.39656, -1.67139], [-2.98157, -5.86400, -0.24550], [6.49695, 4.25601, 2.91997], [5.94030, 3.29732, -1.35022], [4.67378, 4.66655, 4.34432], [-3.96380, -2.11386, 0.35982], [3.20837, 1.97891, 2.20510], [-1.84675, -1.81187, 4.33950], [1.14655, -3.28906, 3.27370], [-1.11008, -6.67397, -3.84478], [2.50975, 4.23481, 3.87323], [4.86723, 1.71804, 0.96604], [-1.53007, -3.29442, -0.75552], [3.51214, 2.04949, 3.90817], [1.13867, 1.90880, -5.96286], [-0.28317, -5.31977, -1.55951], [-1.49093, -4.16465, 3.72118], [-0.87990, -4.64882, -5.57194], [-5.34552, 0.87634, -1.22786], [0.84033, 6.14124, 0.75861], [-2.27647, -0.95019, 2.21028], [-0.45784, -0.17674, -4.99211], [-4.51449, -5.90271, -1.06831], [-3.26457, 1.97594, 0.08718], [3.70315, 3.65840, -2.26273], [-3.51169, -2.48524, 4.08195], [0.18114, 3.66037, 1.80896], [3.00581, 3.19244, -0.75649], [5.14966, 3.96963, -0.01207], [-0.25389, -2.63560, 2.38397], [-3.08606, -1.02758, 6.22832], [-2.00299, 3.27095, -1.86143], [-2.05649, 5.71038, 1.36093], [0.45921, -5.76098, -5.40937], [-4.26320, 3.00469, -0.95047], [5.57744, 4.34628, 1.45344], [-0.81577, -6.54776, 2.34085], [1.03504, 1.21225, -3.64854], [-4.51758, -4.60945, 1.38903], [-0.30626, 7.35233, 0.83824], [-1.80315, -5.10289, -3.43036], [6.28179, 1.36157, -0.08776], [-1.66413, 1.51975, -1.66581], [0.47002, -1.41086, -4.20474], [-0.13146, -5.20075, 4.06606]]
}

***

Entry 2:
{
  "formula": "C2H3NO2",
  "method": "ωB97M-V/def2-TZVPD",
  "de_lowest_kj_mol": 33.65,
  "smiles": "O=CNC=O",
  "total_charge": 0,
  "e_tot_ha": -283.24519,
  "homo_lumo_gap_ha": 0.395,
  "elements": ["O", "O", "N", "C", "C", "H", "H", "H"],
  "coordinates": [[0.59901, 0.63707, -1.46057], [0.82942, 0.33368, 1.42302], [-0.72905, -0.55837, -0.00944], [-0.01904, -0.47086, 1.18697], [-0.46611, 0.19073, -1.16469], [-0.37878, -1.24455, 1.88790], [-1.36179, 0.32501, -1.79826], [-1.48719, -1.21947, -0.07566]]
}

***

Entry 3:
{
  "formula": "C29H65N3O",
  "method": "ωB97M-V/def2-TZVPD",
  "total_charge": 3,
  "e_tot_ha": -1382.38271,
  "homo_lumo_gap_ha": [0.423, 0.311],
  "spin_multiplicity": 2,
  "elements": ["O", "N", "N", "N", "C", "C", "C", "C", "C", "C", "C", "C", "C", "C", "C", "C", "C", "C", "C", "C", "C", "C", "C", "C", "C", "C", "C", "C", "C", "C", "C", "C", "C", "H", "H", "H", "H", "H", "H", "H", "H", "H", "H", "H", "H", "H", "H", "H", "H", "H", "H", "H", "H", "H", "H", "H", "H", "H", "H", "H", "H", "H", "H", "H", "H", "H", "H", "H", "H", "H", "H", "H", "H", "H", "H", "H", "H", "H", "H", "H", "H", "H", "H", "H", "H", "H", "H", "H", "H", "H", "H", "H", "H", "H", "H", "H", "H", "H"],
  "coordinates": [[6.55645, 22.67948, 34.10190], [4.46921, 20.44643, 37.30246], [11.52719, 23.19952, 35.84046], [2.91430, 24.11042, 31.26201], [2.03920, 25.35245, 30.82566], [14.14169, 23.28201, 35.72129], [0.76928, 27.47990, 31.93474], [3.03066, 21.16397, 31.58148], [10.38566, 23.51477, 36.92663], [2.30810, 23.44866, 32.49319], [2.30838, 21.78790, 36.79399], [11.59132, 24.31712, 34.74637], [11.03136, 22.01564, 34.94696], [6.93248, 23.99532, 34.23902], [3.50768, 19.29417, 37.82346], [10.64527, 20.77395, 35.75154], [12.91843, 22.97484, 36.58330], [3.81096, 21.83069, 30.41957], [5.05699, 21.41877, 38.41577], [7.56709, 18.26847, 36.69805], [1.48230, 20.69033, 37.42198], [2.07152, 26.59305, 31.80685], [9.65324, 21.13116, 36.89215], [15.54728, 23.09983, 36.27534], [2.20188, 19.88970, 38.46270], [10.08025, 22.29117, 37.80782], [3.03267, 23.09698, 30.07841], [6.64253, 19.16565, 37.43645], [4.34071, 24.77741, 31.50556], [3.63357, 21.24970, 36.24628], [6.41423, 24.74698, 35.42869], [5.62282, 19.84466, 36.52630], [3.04548, 22.13464, 32.84257], [7.05912, 17.43678, 36.20983], [7.31313, 19.89369, 37.89291], [9.54004, 20.26520, 37.54438], [6.46480, 25.83544, 35.45682], [5.33142, 24.72010, 35.55070], [15.50037, 23.23140, 37.35635], [0.62125, 21.29137, 37.71427], [6.27204, 18.61571, 38.30156], [1.76905, 22.23730, 35.96017], [2.27071, 24.22143, 33.26100], [12.96024, 23.52496, 37.52337], [11.88193, 25.29524, 35.12970], [5.03987, 24.01900, 31.85783], [2.43069, 22.66416, 37.43063], [2.05356, 20.95362, 31.14658], [6.12922, 20.58198, 35.90340], [4.43993, 25.35974, 32.42162], [4.80544, 25.28016, 30.65741], [12.45137, 24.15777, 34.09598], [10.95444, 22.03564, 38.40665], [14.03887, 24.32246, 35.41308], [3.46116, 23.53555, 29.17722], [4.25985, 22.01703, 35.79121], [2.72616, 21.74668, 33.80985], [4.30855, 22.09881, 38.82256], [8.68560, 21.21291, 36.39708], [1.13070, 28.16998, 32.69714], [10.64724, 24.39242, 34.20678], [9.18036, 22.56358, 38.35926], [-0.08554, 26.88441, 32.25531], [5.21390, 19.15150, 35.79117], [16.28157, 23.82230, 35.91901], [11.58439, 20.34279, 36.09833], [9.54573, 23.82519, 36.30514], [1.03807, 24.93269, 30.92375], [3.28139, 20.60474, 35.44123], [2.85464, 27.26374, 31.45332], [5.75604, 22.12223, 37.96348], [10.16675, 22.31618, 34.35518], [8.42674, 17.95879, 37.29236], [3.24969, 18.73716, 36.92275], [8.00859, 24.08793, 34.09238], [3.81142, 21.26859, 29.48568], [6.89817, 24.25756, 36.27390], [4.80994, 22.21020, 30.63433], [1.25349, 23.24506, 32.30761], [4.10406, 18.71371, 38.52738], [11.89122, 21.80513, 34.31101], [15.99431, 22.16377, 35.94060], [10.89167, 24.36339, 37.38697], [4.07872, 22.42079, 33.03912], [1.46339, 19.10883, 38.64427], [2.34047, 26.15687, 32.76889], [7.89717, 18.72869, 35.76674], [14.04785, 22.73379, 34.78387], [0.66756, 28.13221, 31.06742], [1.98622, 22.81957, 29.95161], [1.07303, 20.15735, 36.56377], [2.36783, 20.40555, 39.40846], [10.18686, 20.06671, 35.06033], [5.41863, 20.67421, 39.12495], [12.92746, 21.96145, 36.98463], [6.58204, 24.52788, 33.35490], [3.41626, 20.19594, 31.90138], [2.08442, 25.57731, 29.76006]]
}

***

Entry 4:
{
  "formula": "C52H70N6O20",
  "method": "ωB97M-V/def2-TZVPD",
  "de_lowest_kj_mol": 0.00,
  "smiles": "O=[N+]([O-])c1ccccc1.O=[N+]([O-])c1ccccc1.O=[N+]([O-])c1ccccc1.O=[N+]([O-])c1ccccc1.O=[N+]([O-])c1ccccc1.O=[N+]([O-])c1ccccc1.COCCOC.COCCOC.COCCOC.COCCOC",
  "total_charge": 0,
  "e_tot_ha": -3855.94431,
  "homo_lumo_gap_ha": 0.297,
  "elements": ["O", "O", "O", "O", "O", "O", "O", "O", "O", "O", "O", "O", "O", "O", "O", "O", "O", "O", "O", "O", "N", "N", "N", "N", "N", "N", "C", "C", "C", "C", "C", "C", "C", "C", "C", "C", "C", "C", "C", "C", "C", "C", "C", "C", "C", "C", "C", "C", "C", "C", "C", "C", "C", "C", "C", "C", "C", "C", "C", "C", "C", "C", "C", "C", "C", "C", "C", "C", "C", "C", "C", "C", "C", "C", "C", "C", "C", "C", "H", "H", "H", "H", "H", "H", "H", "H", "H", "H", "H", "H", "H", "H", "H", "H", "H", "H", "H", "H", "H", "H", "H", "H", "H", "H", "H", "H", "H", "H", "H", "H", "H", "H", "H", "H", "H", "H", "H", "H", "H", "H", "H", "H", "H", "H", "H", "H", "H", "H", "H", "H", "H", "H", "H", "H", "H", "H", "H", "H", "H", "H", "H", "H", "H", "H", "H", "H", "H", "H"],
  "coordinates": [[5.56938, -14.99680, -16.72340], [6.83787, -13.60083, -23.31696], [-0.65604, -3.25804, -19.21051], [7.28028, -8.97975, -16.24163], [4.60074, -4.03070, -21.26824], [-1.32829, -9.30374, -22.24710], [1.14071, -9.81921, -20.67249], [6.13011, -10.32155, -15.03149], [-1.27181, -14.32784, -17.39036], [-0.83724, -3.37165, -26.66470], [-0.53728, -4.19130, -23.80918], [0.86672, -1.75650, -18.81003], [4.08283, -12.05218, -22.58739], [-1.22280, -11.44525, -21.63135], [-1.08206, -17.18755, -16.35570], [-1.26298, -8.25762, -18.14844], [3.52625, -9.54110, -18.62119], [3.85673, -15.34026, -18.07146], [2.87231, -4.96385, -22.13039], [-2.92900, -7.04221, -17.67051], [0.45283, -2.91650, -18.92191], [-2.52670, -8.09655, -18.12472], [3.99531, -5.00241, -21.67118], [4.40192, -14.76616, -17.09315], [-1.00434, -10.48196, -22.40120], [6.67405, -9.24174, -15.19571], [-1.95021, -15.46541, -17.88533], [4.80590, -10.01841, -18.19657], [0.89313, -11.53331, -26.14270], [0.74707, -10.17541, -25.78852], [2.67349, -12.00333, -22.63920], [-0.11550, -4.88832, -22.61805], [-0.30738, -4.18968, -27.70323], [4.63032, -6.33346, -21.61153], [4.25680, -7.32096, -22.55535], [3.54653, -12.05424, -14.68096], [5.94702, -8.55937, -12.93279], [6.97495, -7.02559, -14.37671], [6.23573, -6.21033, -12.26078], [0.59547, -3.91874, -24.64850], [6.83628, -12.37817, -24.00273], [5.67469, -8.84419, -21.49738], [1.22832, -10.26360, -19.35051], [6.84306, -5.96363, -13.47442], [2.75971, -3.82486, -18.34672], [4.27381, -12.83618, -15.51863], [2.77543, -10.68640, -19.08047], [1.44553, -13.05317, -15.42290], [6.11549, -13.53880, -22.10265], [-5.14317, -11.30434, -19.20592], [-1.46349, -18.24982, -15.38914], [-0.33127, -12.19358, -24.16869], [4.75244, -8.58435, -22.43315], [3.61474, -13.78727, -16.35125], [2.20655, -13.86739, -16.26942], [-4.86322, -9.09477, -18.18108], [5.59724, -6.61178, -20.64589], [-3.48392, -9.16242, -18.42099], [4.52090, -13.35116, -22.12598], [6.55385, -8.27223, -14.15093], [1.40378, -4.06861, -18.54229], [0.26727, -12.51209, -25.33801], [1.69322, -6.37428, -17.83405], [3.06454, -6.10407, -17.70746], [0.11575, -9.89105, -24.59474], [-0.55983, -13.56011, -18.29573], [-2.97357, -10.27858, -19.16437], [-0.43084, -10.85983, -23.73719], [5.75495, -7.49285, -11.97272], [0.26525, -2.94184, -25.77535], [6.11646, -7.88529, -20.57535], [-2.25293, -16.45704, -16.78126], [1.71722, -8.54180, -20.87086], [2.15031, -12.18887, -14.58981], [-5.61962, -10.22220, -18.47630], [3.61991, -4.82203, -17.86672], [0.86622, -5.36245, -18.32078], [-3.78565, -11.37084, -19.54440], [1.53838, -11.65734, -13.87607], [2.46578, -10.93388, -22.67427], [3.19620, -2.84028, -18.42717], [-3.21793, -12.09658, -20.10778], [-1.21763, -4.52512, -28.20026], [-5.81752, -12.13083, -19.37498], [-0.19866, -5.52629, -18.39550], [0.45874, -13.55918, -25.52059], [-2.84227, -15.14522, -18.42368], [5.60578, -9.54088, -12.63851], [0.97883, -4.85480, -25.05462], [7.48960, -12.43151, -24.87361], [1.65320, -8.27703, -21.92628], [0.32567, -14.06625, -18.68019], [-1.03033, -5.04677, -22.04700], [4.20144, -14.10150, -22.84919], [1.23874, -7.75289, -20.29055], [1.45045, -11.73060, -27.04651], [6.59011, -12.76666, -21.49713], [-0.72074, -13.05631, -23.64869], [5.34947, -12.74549, -15.48506], [1.66082, -14.60831, -16.83477], [2.02290, -12.35515, -21.83854], [7.41196, -6.76998, -15.33069], [3.54826, -7.06003, -23.32754], [0.04384, -1.98043, -25.31193], [5.37795, -10.59157, -18.92619], [-2.70799, -16.03831, -15.88365], [5.96831, -5.43875, -11.55398], [2.82637, -11.50012, -18.35703], [0.18114, -3.51565, -28.40688], [0.32490, -5.85907, -22.84561], [-1.21809, -13.22190, -19.09598], [1.26087, -7.33355, -17.59057], [4.65969, -4.71322, -17.59575], [5.90001, -12.22292, -24.53883], [0.91873, -9.53655, -18.59974], [-0.63342, -18.61258, -14.78293], [-1.95901, -10.16060, -19.51529], [0.48227, -4.34809, -21.88393], [5.48319, -9.22479, -17.88108], [-1.36410, -16.02485, -18.61444], [6.06993, -9.84476, -21.40229], [2.23206, -12.40678, -23.55050], [-0.24758, -12.64522, -17.79218], [0.60571, -11.15116, -19.23787], [-2.96503, -17.17729, -17.18407], [5.29339, -7.66545, -11.01169], [-6.67825, -10.20497, -18.26319], [0.01945, -8.85569, -24.30292], [4.19868, -13.62059, -21.12016], [7.07346, -4.97736, -13.84938], [1.24362, -2.79947, -26.23429], [4.19658, -11.50916, -14.01258], [6.85845, -8.17586, -19.84637], [3.23267, -11.06950, -19.99276], [3.72251, -6.82111, -17.23914], [-2.19075, -17.79238, -14.71836], [-1.97500, -19.07355, -15.88704], [4.72581, -10.66484, -17.32261], [-5.35737, -8.27021, -17.68884], [0.37419, -13.10918, -15.29847], [6.29763, -14.50761, -21.63753], [0.31065, -5.02912, -27.38467], [1.41431, -3.51836, -24.05076], [2.74621, -8.53392, -20.51140], [7.06313, -11.52616, -23.36185], [5.80670, -5.81247, -19.95045], [1.08472, -9.38374, -26.44094], [4.29700, -9.36525, -23.02405]]
}